(1)
{"formula": "C71H78BIN4O3S", "method": "wB97M-V/def2-TZVPD", "energy_ev": -106608.800, "total_charge": 0, "smiles": "CCCOc1ccc2c(c1-c1cccnc1)N(CCCNCc1ccccc1O)c1c(cc(B(N)O)c(CC)c1[C@@H](I)CC)S2.c1ccccc1.c1ccccc1.c1ccccc1.c1ccccc1.c1ccccc1.c1ccccc1", "lumo_energy_ev": 0.27, "multiplicity": 1, "orbital_gap_ev": 8.188, "homo_energy_ev": -7.92, "species": ["C", "C", "C", "O", "C", "C", "C", "C", "C", "C", "C", "C", "C", "C", "N", "C", "N", "C", "C", "C", "N", "C", "C", "C", "C", "C", "C", "C", "O", "C", "C", "C", "C", "B", "N", "O", "C", "C", "C", "C", "C", "I", "C", "C", "S", "H", "H", "H", "H", "H", "H", "H", "H", "H", "H", "H", "H", "H", "H", "H", "H", "H", "H", "H", "H", "H", "H", "H", "H", "H", "H", "H", "H", "H", "H", "H", "H", "H", "H", "H", "H", "H", "H", "H", "H", "H", "H", "C", "C", "C", "C", "C", "C", "H", "H", "H", "H", "H", "H", "C", "C", "C", "C", "C", "C", "H", "H", "H", "H", "H", "H", "C", "C", "C", "C", "C", "C", "H", "H", "H", "H", "H", "H", "C", "C", "C", "C", "C", "C", "H", "H", "H", "H", "H", "H", "C", "C", "C", "C", "C", "C", "H", "H", "H", "H", "H", "H", "C", "C", "C", "C", "C", "C", "H", "H", "H", "H", "H", "H"], "xyz": [[2.21, -0.20, 0.66], [1.33, -0.65, -0.53], [0.10, 0.26, -0.78], [-1.16, -0.40, -0.72], [-1.41, -1.06, 0.47], [-1.18, -0.41, 1.67], [-1.40, -1.12, 2.82], [-1.86, -2.41, 2.77], [-2.14, -3.08, 1.59], [-1.89, -2.36, 0.41], [-2.08, -2.89, -0.97], [-3.32, -2.93, -1.60], [-3.31, -3.41, -2.89], [-2.19, -3.87, -3.53], [-0.99, -3.84, -2.94], [-1.00, -3.34, -1.71], [-2.67, -4.42, 1.57], [-4.08, -4.52, 2.02], [-5.03, -3.47, 1.45], [-6.49, -3.81, 1.85], [-7.26, -2.58, 2.06], [-8.61, -2.86, 2.59], [-8.51, -2.88, 4.11], [-8.60, -1.66, 4.76], [-8.48, -1.61, 6.13], [-8.27, -2.77, 6.86], [-8.21, -3.97, 6.20], [-8.33, -4.04, 4.83], [-8.27, -5.29, 4.25], [-1.91, -5.34, 2.39], [-1.60, -4.95, 3.68], [-0.90, -5.75, 4.55], [-0.54, -7.01, 4.11], [0.24, -7.89, 5.19], [1.58, -8.33, 4.87], [-0.35, -8.24, 6.41], [-0.86, -7.45, 2.84], [-0.45, -8.88, 2.53], [-1.42, -9.89, 3.25], [-1.56, -6.60, 1.93], [-1.88, -7.17, 0.56], [-3.52, -8.59, 0.77], [-2.11, -6.18, -0.59], [-2.25, -6.88, -1.95], [-2.11, -3.34, 4.26], [2.19, -0.92, 1.48], [3.27, -0.14, 0.35], [1.95, 0.80, 1.02], [1.96, -0.57, -1.42], [1.06, -1.71, -0.45], [0.18, 1.13, -0.12], [0.18, 0.66, -1.80], [-0.84, 0.61, 1.72], [-1.21, -0.66, 3.79], [-4.21, -2.56, -1.12], [-4.25, -3.43, -3.44], [-2.25, -4.23, -4.56], [-0.02, -3.28, -1.22], [-4.44, -5.50, 1.66], [-4.18, -4.57, 3.12], [-4.80, -2.48, 1.84], [-4.98, -3.55, 0.36], [-6.53, -4.50, 2.69], [-6.93, -4.34, 0.98], [-7.37, -2.16, 1.14], [-9.02, -3.81, 2.19], [-9.23, -2.02, 2.27], [-8.77, -0.73, 4.24], [-8.54, -0.67, 6.68], [-8.13, -2.78, 7.93], [-8.05, -4.89, 6.77], [-8.80, -5.26, 3.44], [-0.63, -5.42, 5.55], [2.08, -8.64, 5.69], [2.09, -7.56, 4.44], [-0.09, -7.56, 7.05], [0.58, -9.08, 2.84], [-0.49, -9.13, 1.47], [-2.23, -9.39, 3.78], [-1.81, -10.63, 2.55], [-0.80, -10.45, 3.97], [-1.02, -7.77, 0.26], [-1.33, -5.42, -0.55], [-3.07, -5.68, -0.40], [-1.25, -7.08, -2.35], [-2.77, -7.84, -1.88], [-2.84, -6.28, -2.65], [1.87, 4.89, -5.04], [0.89, 5.55, -4.31], [-0.02, 4.82, -3.55], [0.06, 3.43, -3.52], [1.03, 2.78, -4.26], [1.94, 3.51, -5.02], [2.57, 5.46, -5.63], [0.83, 6.63, -4.33], [-0.78, 5.33, -2.97], [-0.64, 2.86, -2.93], [1.09, 1.69, -4.25], [2.70, 2.99, -5.60], [-14.01, -6.80, 5.63], [-13.38, -5.65, 6.11], [-12.06, -5.39, 5.77], [-11.36, -6.28, 4.97], [-11.99, -7.43, 4.50], [-13.31, -7.69, 4.83], [-15.04, -6.99, 5.89], [-13.92, -4.96, 6.74], [-11.57, -4.50, 6.14], [-10.33, -6.08, 4.70], [-11.44, -8.13, 3.88], [-13.80, -8.58, 4.47], [3.43, 6.95, -1.68], [4.03, 8.15, -1.32], [5.32, 8.43, -1.74], [6.01, 7.52, -2.53], [5.41, 6.31, -2.88], [4.12, 6.03, -2.46], [2.42, 6.73, -1.36], [3.49, 8.86, -0.71], [5.79, 9.37, -1.46], [7.02, 7.74, -2.86], [5.96, 5.60, -3.48], [3.65, 5.09, -2.74], [7.27, 2.38, 1.01], [8.48, 1.96, 0.48], [9.06, 2.66, -0.57], [8.42, 3.78, -1.09], [7.21, 4.20, -0.56], [6.63, 3.49, 0.49], [6.82, 1.83, 1.83], [8.98, 1.09, 0.88], [10.01, 2.34, -0.98], [8.87, 4.33, -1.91], [6.70, 5.06, -0.97], [5.68, 3.82, 0.90], [8.71, 10.46, -3.24], [9.31, 11.65, -2.88], [10.61, 11.94, -3.30], [11.30, 11.02, -4.09], [10.70, 9.82, -4.44], [9.41, 9.54, -4.02], [7.70, 10.24, -2.92], [8.78, 12.37, -2.27], [11.07, 12.87, -3.03], [12.30, 11.24, -4.42], [11.24, 9.10, -5.04], [8.94, 8.60, -4.30], [8.59, 11.47, -7.93], [9.53, 11.87, -6.98], [10.76, 12.37, -7.39], [11.06, 12.46, -8.74], [10.13, 12.05, -9.69], [8.90, 11.56, -9.28], [7.63, 11.09, -7.61], [9.29, 11.80, -5.93], [11.48, 12.68, -6.65], [12.02, 12.85, -9.06], [10.37, 12.12, -10.74], [8.17, 11.24, -10.02]]}

***

(2)
{"formula": "C71H80AlAsFN5O3Sb", "method": "wB97M-V/def2-TZVPD", "energy_ev": -165216.282, "total_charge": -1, "lumo_energy_ev": 1.38, "multiplicity": 1, "orbital_gap_ev": 4.094, "homo_energy_ev": -2.72, "de_lowest_kj_mol": 2.5, "species": ["Al", "C", "C", "C", "C", "C", "C", "C", "F", "C", "C", "C", "O", "C", "C", "N", "C", "C", "O", "O", "H", "H", "H", "H", "H", "H", "H", "H", "H", "H", "H", "C", "C", "C", "C", "C", "C", "C", "C", "N", "H", "H", "H", "H", "H", "H", "H", "H", "H", "C", "C", "C", "C", "C", "C", "C", "Sb", "C", "C", "C", "C", "C", "C", "C", "C", "C", "C", "C", "C", "C", "C", "H", "H", "H", "H", "H", "H", "H", "H", "H", "H", "H", "H", "H", "H", "H", "H", "H", "H", "H", "H", "H", "C", "C", "C", "C", "C", "C", "As", "N", "C", "C", "C", "C", "C", "C", "C", "C", "C", "C", "C", "C", "C", "C", "C", "C", "C", "C", "H", "H", "H", "H", "H", "H", "H", "H", "H", "H", "H", "H", "H", "H", "H", "H", "H", "H", "H", "H", "H", "H", "H", "H", "H", "H", "H", "C", "C", "C", "C", "N", "N", "H", "H", "H", "H", "H", "H", "H", "H", "H", "H", "H", "H"], "xyz": [[-1.04, 0.71, -0.22], [1.98, 2.76, 5.99], [2.90, 3.04, 4.81], [4.35, 2.64, 5.07], [4.48, 1.13, 5.21], [3.83, 0.43, 4.04], [4.22, -0.85, 3.69], [3.63, -1.48, 2.61], [4.03, -2.72, 2.30], [2.66, -0.88, 1.86], [2.24, 0.41, 2.19], [1.17, 1.03, 1.46], [0.64, 0.40, 0.51], [0.78, 2.33, 1.86], [1.42, 2.93, 2.90], [2.41, 2.35, 3.61], [2.83, 1.07, 3.29], [-0.39, 3.05, 1.25], [-0.52, 4.25, 1.44], [-1.21, 2.30, 0.60], [2.33, 3.29, 6.88], [1.92, 1.69, 6.21], [0.97, 3.11, 5.76], [2.87, 4.11, 4.60], [4.72, 3.14, 5.96], [4.96, 2.97, 4.22], [4.02, 0.79, 6.15], [5.53, 0.84, 5.26], [4.99, -1.36, 4.26], [2.20, -1.38, 1.02], [1.12, 3.92, 3.21], [-2.83, 3.04, -2.10], [-2.13, 2.43, -3.28], [-2.34, 3.01, -4.52], [-1.79, 2.49, -5.69], [-1.03, 1.33, -5.59], [-0.77, 0.73, -4.37], [-0.02, -0.57, -4.35], [-1.25, 1.29, -3.13], [-0.86, 0.76, -1.96], [-3.81, 3.42, -2.39], [-2.26, 3.86, -1.66], [-2.96, 2.30, -1.31], [-2.97, 3.89, -4.58], [-1.96, 2.96, -6.65], [-0.62, 0.88, -6.49], [0.76, -0.59, -5.10], [-0.71, -1.40, -4.56], [0.41, -0.73, -3.36], [5.16, 3.41, -3.08], [5.61, 2.40, -2.05], [6.93, 2.45, -1.60], [7.40, 1.57, -0.64], [6.55, 0.62, -0.10], [5.24, 0.56, -0.55], [4.75, 1.43, -1.53], [2.63, 0.94, -1.97], [2.23, 2.16, -3.72], [2.56, 1.79, -5.01], [2.22, 2.59, -6.10], [1.52, 3.76, -5.89], [1.16, 4.13, -4.60], [1.50, 3.34, -3.51], [1.08, 3.76, -2.13], [3.35, -0.82, -3.05], [4.45, -0.73, -3.90], [4.83, -1.80, -4.70], [4.11, -2.98, -4.65], [3.05, -3.10, -3.76], [2.67, -2.03, -2.94], [1.58, -2.25, -1.92], [5.95, 4.14, -3.26], [4.27, 3.94, -2.75], [4.92, 2.92, -4.02], [7.60, 3.19, -2.01], [8.43, 1.62, -0.31], [6.89, -0.07, 0.66], [4.58, -0.19, -0.13], [3.07, 0.86, -5.19], [2.51, 2.29, -7.10], [1.23, 4.38, -6.73], [0.59, 5.03, -4.45], [0.54, 4.71, -2.16], [1.94, 3.88, -1.46], [0.41, 3.01, -1.69], [5.03, 0.18, -3.92], [5.67, -1.70, -5.37], [4.37, -3.81, -5.29], [2.51, -4.03, -3.69], [2.05, -2.42, -0.95], [0.99, -3.13, -2.17], [0.91, -1.40, -1.82], [2.34, -4.73, 4.96], [1.49, -3.65, 4.35], [1.19, -2.48, 5.03], [0.35, -1.52, 4.48], [0.06, -0.27, 5.29], [-0.25, -1.72, 3.23], [-1.43, -0.22, 2.65], [-2.02, -0.46, 0.91], [-3.19, -1.17, 0.63], [-4.11, -0.66, -0.31], [-5.31, -1.29, -0.55], [-5.65, -2.46, 0.12], [-4.74, -3.00, 1.02], [-3.54, -2.37, 1.27], [-3.13, -0.43, 3.71], [-3.94, 0.72, 3.60], [-3.55, 1.89, 2.73], [-5.12, 0.82, 4.32], [-5.55, -0.19, 5.16], [-6.83, -0.08, 5.94], [-4.75, -1.32, 5.27], [-3.55, -1.46, 4.57], [-2.82, -2.76, 4.81], [0.13, -2.86, 2.49], [-0.33, -3.12, 1.08], [0.97, -3.80, 3.07], [2.69, -4.44, 5.95], [3.20, -4.95, 4.33], [1.76, -5.65, 5.06], [1.62, -2.31, 6.01], [0.72, -0.21, 6.15], [-0.97, -0.25, 5.65], [0.20, 0.62, 4.67], [-3.84, 0.25, -0.84], [-6.01, -0.85, -1.25], [-6.60, -2.95, -0.06], [-4.98, -3.92, 1.54], [-2.84, -2.80, 1.97], [-3.34, 1.58, 1.71], [-2.64, 2.37, 3.11], [-4.34, 2.64, 2.71], [-5.72, 1.72, 4.22], [-7.34, 0.85, 5.71], [-6.63, -0.10, 7.02], [-7.50, -0.91, 5.71], [-5.07, -2.13, 5.92], [-3.55, -3.57, 4.95], [-2.22, -2.70, 5.72], [-2.16, -3.03, 4.00], [-0.55, -2.20, 0.55], [-1.24, -3.74, 1.07], [0.44, -3.67, 0.54], [1.24, -4.69, 2.50], [-5.45, -2.64, -3.95], [-4.29, -1.89, -4.62], [-3.39, -2.88, -5.36], [-4.85, -0.87, -5.62], [-3.46, -1.12, -3.69], [-2.71, -1.81, -2.73], [-6.01, -3.22, -4.68], [-6.13, -1.93, -3.47], [-5.08, -3.32, -3.17], [-3.91, -3.28, -6.24], [-3.11, -3.72, -4.72], [-2.49, -2.37, -5.69], [-5.47, -1.38, -6.36], [-4.03, -0.35, -6.11], [-5.46, -0.13, -5.10], [-4.03, -0.43, -3.20], [-1.87, -2.17, -3.16], [-3.22, -2.57, -2.27]]}

***

> Which formula does entry 1 have?

C71H78BIN4O3S